{"formula": "C34H24BrF4N6OPSTi", "method": "wB97M-V/def2-TZVPD", "species": ["N", "F", "C", "H", "C", "H", "H", "H", "C", "H", "F", "C", "O", "C", "H", "C", "C", "C", "F", "S", "C", "C", "Br", "H", "C", "F", "H", "C", "H", "C", "C", "C", "H", "C", "P", "C", "C", "C", "C", "C", "H", "C", "H", "H", "N", "H", "H", "H", "N", "N", "C", "C", "C", "C", "H", "C", "H", "H", "H", "C", "H", "C", "Ti", "N", "C", "C", "N", "H", "C", "C", "C", "H", "H"], "positions_angstrom": [[-1.3234, 1.4470, 1.6766], [-2.1612, -4.2653, 3.0917], [1.9105, 1.8722, -3.7060], [1.0828, 3.2669, 3.9838], [-3.1237, -1.4971, 2.9415], [-2.7513, -1.1913, -1.7798], [-4.8988, -0.9408, 4.0014], [2.4598, 2.4262, 3.3401], [-1.6749, 3.6975, -2.1955], [-6.5331, 0.0712, -0.2129], [-3.4773, -6.3924, 2.2509], [-3.0170, -5.8750, 0.0118], [0.5657, -0.2614, -1.1115], [3.0442, -3.3619, 1.5413], [-3.0836, 2.0575, 2.5519], [-1.7277, -3.9021, -0.4743], [-3.3480, -0.6551, -1.0558], [2.4891, -0.5653, -2.4812], [-3.6510, -6.9507, -0.4009], [1.3825, 0.7809, 1.4146], [0.7746, -2.7662, 2.0866], [-2.9304, -5.5865, 1.3608], [-0.7477, -2.9765, -1.7921], [2.6963, -1.5075, -1.9925], [-2.6038, 1.4622, 1.7815], [-2.4383, -5.3592, -2.1861], [-3.6672, 0.1592, 5.8428], [-3.1249, -0.2895, 5.0213], [-2.4841, 3.0249, -0.2839], [1.0754, 1.4022, -2.6909], [-2.3953, -5.0343, -0.9023], [3.0090, 1.1347, -4.1070], [-1.1952, 0.1969, 5.8242], [-2.2544, -4.4481, 1.7754], [-0.7858, -2.0743, 1.5002], [-5.4519, 0.0541, -0.1806], [-1.7903, 2.9205, -1.0969], [-1.0398, -0.8620, 3.9709], [-1.7312, -1.4813, 2.9305], [2.1175, -3.9536, 3.6834], [0.0866, -3.3790, 4.0373], [0.6549, 1.9380, 2.5162], [1.7351, -2.3004, 0.2174], [-5.2911, 1.3268, 1.5546], [-2.6784, 0.0031, -0.1013], [3.8723, -3.3646, 0.8454], [4.1584, -0.6535, -3.8125], [1.7221, 2.8276, -4.1788], [-0.6109, 3.1906, -2.9015], [1.4673, 2.5819, 3.3521], [3.1797, -3.9539, 2.7895], [-1.7368, -0.2718, 5.0136], [-1.6813, -3.5487, 0.8795], [-4.7292, -0.6571, -1.1260], [2.2261, -4.4172, 4.6545], [-3.8171, -0.9049, 3.9856], [-5.2209, -1.2048, -1.9170], [-2.2352, 4.5526, -2.5282], [0.0440, -0.8473, 3.9731], [-4.7682, 0.7534, 0.8016], [4.1164, -4.4178, 3.0676], [3.2966, -0.0817, -3.4973], [-0.5431, 0.2183, 0.1305], [-0.8104, 1.9407, -1.1199], [-3.3848, 0.7079, 0.8126], [0.9105, -3.3665, 3.3366], [-0.6286, 2.1937, 2.5677], [-3.6747, -1.9807, 2.1420], [1.8443, -2.7644, 1.1912], [-0.0993, 2.1405, -2.2395], [1.3936, 0.1842, -2.0933], [3.6482, 1.5100, -4.8934], [-0.2734, 3.5411, -3.7833]], "nbo_charge": [-0.35, -0.29, -0.15, 0.43, -0.22, 0.23, 0.23, 0.42, -0.04, 0.25, -0.26, 0.36, -0.74, -0.22, 0.25, -0.13, 0.06, -0.25, -0.26, -0.09, -0.41, 0.27, 0.18, 0.24, 0.10, -0.27, 0.24, -0.20, 0.23, -0.17, 0.30, -0.19, 0.23, 0.42, 0.94, -0.12, -0.08, -0.23, -0.36, -0.19, 0.23, 0.32, 0.20, 0.25, -0.56, 0.23, 0.24, 0.22, -0.48, -0.74, -0.16, -0.14, -0.46, -0.18, 0.24, -0.20, 0.25, 0.26, 0.23, -0.21, 0.24, -0.15, 1.61, -0.58, 0.17, -0.18, -0.38, 0.22, -0.13, 0.42, 0.36, 0.25, 0.45], "e_homo_ha": -0.516, "relative_energy_kcal_mol": 0.0, "max_force_ev_per_a": 0.89, "total_charge": 2}